19
Properties=species:S:1:pos:R:3:forces:R:3 method="wB97M-V/def2-TZVPD" s2=2.009 spin_multiplicity=3 homo_energy_ev="-9.73 / -13.19" charge=+1 lumo_ev="-2.840 / -6.468" homo_lumo_gap_ev="6.9 / 6.7"
C 1.09444 -1.27709 0.22298 5.679 0.254 0.609
C -0.25655 -1.36050 0.12904 -3.412 -0.541 0.105
C 1.79601 -0.11604 -0.17096 -1.347 -1.793 0.622
C -2.45763 -0.45758 -0.31196 0.054 0.740 -1.944
N 1.05614 0.95754 -0.46585 1.311 0.717 -1.323
N -1.03278 -0.44266 -0.45551 2.121 0.394 -1.461
N 3.13180 0.07032 -0.13484 -2.787 6.566 -0.970
N -0.81788 1.62132 0.65831 -1.842 -1.072 -1.477
N -0.31583 0.90165 -0.52417 -0.626 -0.475 2.496
H 1.63961 -2.07882 0.78289 -0.561 0.747 -0.818
H -0.71987 -2.15693 0.59665 -1.200 -1.370 0.741
H -2.93680 0.29567 -1.01024 0.365 -1.311 0.730
H -2.70930 -1.50149 -0.42660 -0.510 -0.082 -0.709
H -2.65946 -0.23012 0.67076 -0.884 0.897 2.295
H 3.80560 -0.56532 0.05745 2.182 -2.099 0.773
H 3.26638 1.17627 -0.14621 0.673 -3.559 0.008
H -0.95714 2.58215 0.50657 0.228 1.317 -0.416
H -0.33118 1.38622 1.50430 0.774 -0.253 -0.249
H -0.59557 1.19542 -1.48262 -0.218 0.923 0.989

62
Properties=species:S:1:pos:R:3:forces:R:3 method="wB97M-V/def2-TZVPD" homo_energy_ev="-12.36 / -12.36" charge=+2 lumo_ev="-7.580 / -7.582" homo_lumo_gap_ev="4.8 / 4.8"
P -2.46101 2.23785 0.60600 -2.064 0.866 -2.123
P -1.66785 1.24351 -2.98155 0.803 0.210 -0.471
C -2.68168 3.01508 -1.05451 0.140 0.008 -0.642
C -3.08804 2.15072 -2.27331 -0.236 -0.215 -0.741
H -1.75349 3.56487 -1.26851 -0.138 -0.099 -0.011
H -3.47174 3.77037 -0.96115 0.189 0.021 0.491
H -3.86628 1.40547 -2.02119 0.248 0.414 -0.118
H -3.45936 2.76383 -3.11581 -0.317 0.139 0.802
C -0.71462 2.37129 -4.04226 -0.616 0.402 -0.832
H 0.28526 1.95617 -4.25765 -0.475 0.051 0.183
H -0.58361 3.36555 -3.58096 -0.068 -0.402 -0.149
H -1.26472 2.47660 -4.99046 0.415 0.316 0.082
C -2.26241 -0.08071 -4.06508 -0.347 0.280 -0.630
H -2.46277 0.36254 -5.05316 -0.143 -0.488 0.148
H -3.17973 -0.53456 -3.66376 0.283 0.071 -0.166
H -1.47679 -0.85037 -4.15501 -0.357 0.373 0.043
C -1.94767 3.65613 1.60517 0.545 -0.287 0.267
H -1.63947 3.32673 2.60309 -0.080 0.239 -0.065
H -2.78519 4.35707 1.70432 0.043 -0.320 -0.082
H -1.11954 4.19231 1.12154 -0.132 -0.255 0.151
C -4.17078 1.86457 1.07698 -0.142 -0.068 0.282
H -4.63200 1.15094 0.37579 0.284 0.168 0.262
H -4.76468 2.79849 1.04973 0.379 -0.422 0.015
H -4.20954 1.45576 2.09600 -0.086 0.040 -0.264
Ti 0.45149 0.18883 2.97869 1.276 -1.643 -2.424
C 0.35534 -1.55561 -1.65590 1.005 0.436 1.310
C 1.20907 -0.54751 -1.91316 -0.491 -1.401 -0.365
C 1.05072 0.85974 -1.48013 0.446 1.649 0.300
C 1.07463 1.41125 -0.01504 0.868 0.252 -1.062
C -0.01529 1.10947 0.95793 0.739 -1.255 3.306
C -1.44477 0.73002 0.63060 0.516 -0.253 1.128
C -1.50090 -0.29849 -0.50008 -0.859 -0.201 0.109
C -0.45895 -1.42346 -0.37717 -0.470 0.056 -0.034
C -0.56292 -1.46465 3.75802 -0.036 0.730 -0.140
H 0.42682 -2.54176 -2.11373 0.209 0.294 0.029
H 2.04504 -0.74524 -2.57365 -0.222 0.131 -0.409
H 0.11432 1.27345 -1.93137 0.723 -0.541 0.410
H 1.83338 1.41911 -2.02291 -0.127 -0.045 0.519
H 2.05796 1.19154 0.43477 -0.361 0.025 0.037
H 1.05848 2.52086 -0.12261 0.163 -0.475 -0.178
H 0.05696 1.92448 1.74351 -0.385 0.166 -0.035
H -1.87218 0.20055 1.52118 0.065 0.370 -0.098
H -1.35792 0.22114 -1.48446 0.008 -0.522 1.259
H -2.51305 -0.74336 -0.54236 0.311 0.238 0.105
H 0.25584 -1.25650 0.46076 -0.524 -0.151 -0.541
H -1.01376 -2.32440 -0.15245 0.152 -0.434 0.044
H -0.16288 -2.36788 3.29960 -0.092 0.057 -0.104
H -1.63222 -1.37522 3.55228 -0.138 -0.066 -0.054
H -0.42606 -1.54840 4.84623 0.101 0.216 -0.167
C 1.96656 -0.98592 2.39854 1.016 -0.368 0.056
C 2.89220 -1.81426 2.17336 -1.757 1.211 0.412
C 3.86847 -2.83300 2.05710 0.851 -1.072 -0.233
C 5.17351 -2.60853 1.53378 -0.207 0.660 0.154
C 6.17163 -3.56974 1.64490 -0.053 -0.192 -0.041
C 5.88435 -4.82432 2.20344 0.088 0.133 0.155
C 4.59127 -5.10071 2.66035 -0.131 -0.113 -0.049
C 3.58976 -4.14250 2.55421 -0.195 0.540 0.278
H 5.39877 -1.63811 1.06894 -0.065 -0.459 0.360
H 7.19400 -3.34189 1.32074 -0.554 -0.098 0.005
H 6.67593 -5.58530 2.30436 -0.489 0.522 -0.071
H 4.36784 -6.06747 3.13319 0.074 0.490 -0.398
H 2.57428 -4.36646 2.89427 0.418 0.072 -0.003

121
Properties=species:S:1:pos:R:3:forces:R:3 method="wB97M-V/def2-TZVPD" homo_energy_ev=-6.68 charge=0 lumo_ev=-0.167 homo_lumo_gap_ev=6.5
Ba 1.17760 -0.25731 -0.79750 0.072 -0.433 0.017
C 2.16760 -1.44348 2.07081 0.055 0.175 0.019
C 3.25134 -0.69775 1.54857 -0.095 0.142 -0.248
C 3.63960 -1.33785 0.32292 0.384 -0.397 0.035
C 2.81407 -2.48990 0.18431 -0.072 0.203 0.230
C 1.90658 -2.55694 1.26033 0.091 -0.044 -0.433
C 0.99273 -3.71414 1.59920 -0.026 0.027 0.095
C 0.72288 -4.56463 0.36123 -0.046 -0.010 -0.030
C 1.67295 -4.59914 2.65726 0.022 0.048 -0.025
C -0.33166 -3.20946 2.18408 0.068 -0.047 0.078
C 4.84031 -1.17823 -0.62615 0.013 0.013 -0.095
C 6.08124 -1.86098 -0.02300 0.000 0.024 0.016
C 4.56903 -1.89964 -1.96139 -0.015 0.020 -0.022
C 5.18280 0.26694 -1.01270 0.005 0.006 -0.005
C 3.81886 0.51966 2.28792 0.103 -0.059 0.065
C 3.56566 1.82578 1.52583 -0.053 0.045 -0.077
C 5.31979 0.37449 2.58377 -0.023 0.003 -0.057
C 3.15518 0.67258 3.66387 -0.003 0.000 0.016
H 1.65579 -1.21639 2.99533 -0.004 -0.037 -0.003
H 2.86707 -3.17314 -0.64858 -0.015 -0.133 0.089
H 1.65385 -4.96699 -0.04208 -0.023 -0.016 0.011
H 0.24155 -3.98005 -0.42589 -0.010 0.013 -0.034
H 0.07414 -5.40933 0.61551 -0.027 -0.007 -0.011
H 2.62114 -4.98552 2.27942 -0.004 0.005 -0.005
H 1.03484 -5.44640 2.92894 0.001 -0.005 0.002
H 1.88397 -4.01884 3.55728 0.000 -0.016 0.008
H -0.86032 -2.56686 1.47764 0.025 -0.002 0.001
H -0.15285 -2.63000 3.09226 0.007 0.001 0.013
H -0.97010 -4.05934 2.45612 -0.005 0.029 -0.028
H 5.87424 -2.92092 0.13416 -0.006 -0.003 0.000
H 6.36274 -1.43684 0.93833 -0.002 -0.007 -0.022
H 6.93599 -1.77287 -0.70128 -0.011 -0.005 0.002
H 4.50053 -2.97923 -1.83689 -0.001 -0.015 0.016
H 5.39204 -1.70439 -2.65254 0.010 -0.001 0.017
H 3.65370 -1.55522 -2.45014 -0.014 0.001 0.012
H 5.51351 0.87449 -0.17563 0.038 -0.036 0.015
H 4.33008 0.76965 -1.48212 0.008 -0.013 0.000
H 5.99017 0.26391 -1.74904 0.000 -0.001 0.002
H 3.97117 1.81062 0.51609 -0.016 0.025 0.079
H 4.00167 2.68034 2.05252 -0.004 0.003 0.004
H 2.49299 2.00697 1.44286 -0.033 -0.014 0.029
H 5.92717 0.35931 1.68456 0.012 0.027 -0.022
H 5.50818 -0.55079 3.13165 -0.002 -0.005 -0.006
H 5.66195 1.21240 3.19777 -0.009 0.000 0.008
H 2.07493 0.79596 3.59143 0.037 0.000 0.003
H 3.55934 1.55640 4.16407 0.009 0.005 0.000
H 3.35742 -0.19505 4.29450 -0.016 -0.004 -0.006
O -4.34857 1.23779 -0.25130 -0.001 -0.057 -0.037
S -5.70102 1.97009 0.29998 -0.034 0.048 0.086
C -3.09023 1.94637 -0.33362 0.038 0.042 0.043
C -2.84016 3.07291 0.64870 -0.056 -0.008 0.000
C -2.87013 2.74318 2.13988 0.038 0.022 0.031
C -1.99690 1.60246 2.65160 0.069 0.071 -0.028
S -0.18783 1.63380 2.38358 -0.471 -0.054 0.090
O -0.00227 1.06234 1.00687 -0.186 0.453 0.014
C 0.12622 3.38727 2.25400 0.031 -0.056 0.100
C -0.07190 4.18240 3.37470 0.016 0.020 -0.006
C 0.23218 5.53267 3.30512 -0.001 -0.012 -0.012
C 0.74738 6.06896 2.13063 0.001 -0.014 0.004
C 0.96394 5.25637 1.02714 -0.009 0.005 -0.009
C 0.65748 3.90387 1.08586 -0.025 -0.007 -0.029
C -5.91338 1.11305 1.83189 0.148 -0.063 -0.135
C -5.13821 -0.00247 2.14085 0.017 0.039 -0.002
C -5.32348 -0.64128 3.35806 -0.023 -0.026 0.054
C -6.28543 -0.19930 4.25734 0.014 0.002 -0.039
C -7.06555 0.90198 3.93135 0.034 0.012 -0.036
C -6.87599 1.56423 2.72708 -0.087 0.028 0.073
H -2.99800 2.33655 -1.34832 -0.013 -0.007 -0.038
H -2.34208 1.16245 -0.21061 0.006 0.030 0.002
H -3.54620 3.88878 0.47501 -0.022 -0.046 -0.002
H -1.86093 3.47123 0.37619 0.058 -0.011 0.017
H -3.88907 2.49696 2.44245 -0.010 -0.023 -0.003
H -2.61595 3.65160 2.69005 0.016 0.021 -0.012
H -2.24509 0.63672 2.20171 -0.026 0.005 -0.047
H -2.13280 1.49704 3.73016 0.045 -0.016 0.011
H -0.46041 3.75364 4.29167 0.010 0.007 0.011
H 0.07467 6.16432 4.16914 0.000 0.004 -0.002
H 0.99004 7.12213 2.08178 0.001 0.003 -0.003
H 1.37675 5.66805 0.11546 0.002 0.010 0.006
H 0.83016 3.25332 0.23710 -0.014 0.007 -0.001
H -4.39474 -0.34434 1.42779 -0.044 -0.010 0.040
H -4.70795 -1.49679 3.61436 0.009 -0.001 -0.011
H -6.42336 -0.70542 5.20326 -0.005 -0.003 0.007
H -7.81690 1.25922 4.62336 -0.004 0.005 0.005
H -7.47099 2.43936 2.49215 -0.001 -0.007 -0.011
B 1.75882 0.48297 -4.09220 0.179 0.138 -0.098
N 0.96497 -0.82983 -4.26672 -0.101 -0.067 -0.096
C 0.45306 -1.32692 -5.40499 0.050 -0.004 0.069
C -0.30939 -2.43564 -5.09666 0.002 0.001 0.080
C -0.20661 -2.54210 -3.70312 -0.010 -0.048 -0.097
N 0.56621 -1.57869 -3.21493 -0.041 0.184 0.133
N 0.82093 1.67054 -3.70614 -0.105 0.018 0.068
C 0.06568 2.40492 -4.53523 0.063 -0.007 0.033
C -0.65093 3.32170 -3.79055 0.022 -0.017 0.018
C -0.25446 3.06131 -2.47606 0.023 0.029 0.009
N 0.63219 2.06784 -2.42634 -0.079 -0.129 -0.042
H 2.57130 0.36395 -3.19714 -0.012 -0.040 0.039
H 2.27125 0.74652 -5.15198 0.050 -0.012 0.033
H 0.67718 -0.85909 -6.34902 -0.006 -0.001 -0.011
H -0.85740 -3.06767 -5.77324 0.000 -0.007 -0.010
H -0.67595 -3.24962 -3.03629 0.031 0.030 -0.015
H 0.10638 2.23340 -5.59798 -0.022 0.004 -0.007
H -1.33692 4.06979 -4.14727 -0.009 0.005 0.008
H -0.56040 3.56070 -1.56932 -0.018 -0.004 0.008
C -4.01481 -5.26336 2.31863 0.001 -0.024 -0.005
C -3.40749 -4.92708 0.99814 -0.029 0.085 0.033
C -2.99784 -5.82248 0.06374 0.012 -0.055 -0.024
C -2.42232 -5.31397 -1.12777 -0.031 -0.003 0.055
N -2.26538 -4.03142 -1.35564 0.049 0.031 -0.016
C -2.63835 -3.12750 -0.41840 -0.121 -0.025 0.010
S -2.43654 -1.47762 -0.56281 0.135 -0.002 0.014
N -3.23512 -3.61337 0.72416 -0.016 0.001 -0.008
C -1.93280 -6.26301 -2.17332 0.017 0.013 -0.015
H -4.17484 -6.33457 2.40610 0.005 -0.003 -0.006
H -4.97172 -4.75389 2.44265 0.002 0.008 0.002
H -3.34975 -4.94372 3.12351 -0.009 0.008 0.007
H -3.10477 -6.88417 0.22796 0.000 0.000 -0.003
H -3.50419 -2.91342 1.40365 0.023 -0.021 -0.041
H -2.67836 -7.02954 -2.38616 -0.003 -0.002 0.004
H -1.03664 -6.76693 -1.80310 0.007 -0.004 -0.009
H -1.68151 -5.72319 -3.08225 -0.004 -0.006 0.002

18
Properties=species:S:1:pos:R:3:forces:R:3 method="wB97M-V/def2-TZVPD" homo_energy_ev="-6.45 / -6.77" charge=0 lumo_ev="0.952 / 0.981" homo_lumo_gap_ev="7.4 / 7.8"
C -0.69533 1.78110 0.43071 -0.696 -0.496 -3.814
C 0.39306 -0.54474 0.85157 -0.438 -3.240 0.112
C -0.04671 -0.94909 -2.02652 0.859 -0.947 2.420
C 3.81142 0.33864 -0.29278 -1.171 -0.298 2.363
C -0.21752 0.41989 -0.04500 -0.495 0.017 -0.111
O -0.34173 0.09036 -1.29196 -0.553 1.751 0.208
F 2.87623 1.25735 0.17267 0.679 -0.499 -1.008
F 3.58413 -0.79909 0.49130 0.922 0.804 -0.306
H -1.68838 2.12457 -0.02902 1.380 -0.625 0.381
H -0.85562 1.68525 1.43906 -0.064 0.242 2.553
H 0.07377 2.50044 0.14212 -0.124 0.365 0.474
H -0.10276 -0.60684 1.81450 0.239 0.697 0.486
H 0.16968 -1.63917 0.51611 0.324 1.650 -0.053
H 1.47910 -0.52998 0.94926 -0.158 0.251 0.155
H -0.24158 -0.78392 -3.00076 -0.637 0.282 -2.994
H 0.53920 -1.77198 -1.66299 0.121 -0.018 0.281
H 4.78182 0.79134 -0.10612 0.153 -0.388 0.023
H 3.62935 -0.02985 -1.27020 -0.342 0.450 -1.170

12
Properties=species:S:1:pos:R:3:forces:R:3 method="wB97M-V/def2-TZVPD" homo_energy_ev=-9.85 smiles=CC.SS charge=0 lumo_ev=0.136 homo_lumo_gap_ev=10.0
C -1.27678 0.83747 -1.57236 0.644 0.629 -0.376
C -2.68273 0.74427 -1.03028 -1.869 -1.242 -0.063
H -0.81498 1.80753 -1.36804 -0.313 0.127 0.067
H -1.31386 0.78607 -2.66190 0.228 -0.258 0.052
H -0.51628 0.14915 -1.20500 -0.419 -0.433 0.068
H -3.01084 1.53626 -0.36390 0.211 0.180 -0.024
H -3.43534 0.64658 -1.82963 0.374 0.947 -0.263
H -3.03413 -0.19382 -0.56657 1.146 0.050 0.539
S 3.66618 -1.26930 3.69626 0.401 -0.093 -0.726
S 4.74616 -1.10744 1.87829 -1.010 0.993 0.746
H 2.43430 -1.62140 3.25323 0.394 0.066 -0.170
H 5.23830 -2.31537 1.76991 0.214 -0.966 0.148

The energy relative to the best compared isomer or geometry (same formula, charge and spin) results, record by record, are as follows: 3.910 0.000 0.742 4.709 0.558 eV.